Entry 1:
# C23H29FeN4Si

A molecular structure, C23H29FeN4Si (ωB97M-V/def2-TZVPD, OMol25).

Computed properties:
- Maximum force: 0.5 eV/Å
- Net charge: +2
- Calculated total energy: -2665.562759 a.u.
- Spin multiplicity: 2
- ⟨S²⟩: 0.78

XYZ file:
```
58
Properties=species:S:1:pos:R:3:forces:R:3
Fe 0.057 0.311 0.559 -0.5 0.0 -0.1
C -0.094 -2.329 1.555 0.0 0.2 0.2
C 1.408 -2.090 1.439 0.0 0.0 0.0
N 1.717 -0.624 1.287 0.2 0.0 0.0
C 2.843 -0.369 0.337 0.1 0.0 0.1
C 2.319 -0.019 -1.033 0.0 0.0 0.1
C 3.058 -0.013 -2.201 0.0 0.0 0.0
C 2.443 0.415 -3.371 0.0 0.0 0.0
C 1.115 0.833 -3.357 0.0 -0.1 0.0
C 0.433 0.803 -2.158 -0.1 0.0 0.1
C -0.983 1.290 -1.936 0.0 -0.1 0.1
N -1.532 0.741 -0.657 -0.1 -0.1 -0.2
C -2.345 -0.513 -0.874 0.1 0.0 0.0
C -2.141 -1.486 0.280 0.0 0.1 0.0
N -0.687 -1.648 0.402 -0.1 0.0 0.1
N 1.042 0.371 -1.045 -0.1 0.4 -0.1
H -0.482 -1.856 2.461 0.0 -0.1 -0.1
H -0.326 -3.395 1.609 0.1 0.0 -0.1
H 1.792 -2.592 0.548 -0.1 0.0 0.0
H 1.944 -2.503 2.294 0.0 0.0 0.0
H 2.014 -0.277 2.191 0.0 0.0 0.0
H 3.525 -1.220 0.292 0.0 0.0 0.0
H 3.418 0.482 0.710 0.0 0.0 0.0
H 4.091 -0.334 -2.196 0.0 0.0 0.0
H 3.000 0.425 -4.298 0.0 0.0 0.0
H 0.624 1.173 -4.258 0.0 0.0 0.0
H -1.627 1.030 -2.777 0.0 0.0 0.0
H -0.976 2.380 -1.866 0.1 0.0 0.0
H -2.155 1.450 -0.286 0.0 0.0 0.0
H -1.995 -0.965 -1.805 0.0 -0.1 0.0
H -3.396 -0.260 -1.013 0.0 0.0 0.0
H -2.680 -2.422 0.117 0.0 0.0 -0.1
H -2.507 -1.054 1.210 0.0 -0.1 0.0
H -0.332 -2.072 -0.453 0.0 0.0 0.0
C 3.801 4.764 1.679 0.0 0.0 0.0
C 2.727 5.228 0.934 0.0 0.0 0.0
C 1.542 4.509 0.907 0.0 0.0 0.0
C 1.417 3.310 1.620 -0.1 0.2 0.2
C 2.512 2.859 2.367 0.0 -0.1 0.0
C 3.694 3.579 2.399 0.0 0.0 0.0
Si -0.160 2.387 1.443 0.3 -0.2 -0.3
C -0.864 1.170 2.674 -0.1 0.0 0.0
C -2.254 0.950 2.627 0.0 0.0 0.1
C -2.886 0.133 3.550 0.0 0.0 0.1
C -2.138 -0.486 4.545 0.0 0.0 0.0
C -0.764 -0.280 4.624 0.0 0.0 0.0
C -0.139 0.539 3.699 0.1 0.0 0.1
H 4.722 5.331 1.711 0.0 0.0 0.0
H 2.808 6.158 0.387 0.0 0.0 0.0
H 0.705 4.897 0.335 0.0 0.0 0.0
H 2.445 1.947 2.952 0.0 0.0 0.0
H 4.527 3.230 2.993 0.0 0.0 0.0
H -1.277 3.185 0.888 0.1 0.1 0.0
H -2.857 1.459 1.881 0.0 0.0 0.0
H -3.958 -0.007 3.512 0.0 0.0 0.0
H -2.630 -1.115 5.274 0.0 0.0 0.0
H -0.193 -0.741 5.418 0.0 0.0 0.0
H 0.923 0.729 3.813 -0.1 0.0 0.0
```
Forces are in eV/Å.

Entry 2:
# C8H9Cl2NO2P

2 unconnected molecules or ions with the total composition C8H9Cl2NO2P at a distorted geometry (ωB97M-V/def2-TZVPD, OMol25).

Computed properties:
- Maximum force: 2.9 eV/Å
- Net charge: +1
- Relative energy (zero: lowest compared OMol25 entry of this formula, charge and spin): 0.222 eV
- Calculated total energy: -1776.928569 a.u.

XYZ file:
```
23
Properties=species:S:1:pos:R:3:forces:R:3
C 2.717 -2.251 -0.817 -0.4 -0.5 -1.2
C 2.516 -2.145 0.537 0.1 -0.5 0.1
C 1.630 -1.942 -1.642 1.4 1.2 1.9
C 1.315 -1.730 1.037 -0.4 1.2 -0.5
C 0.523 -1.364 -1.101 -2.2 -0.6 -1.3
C -1.523 1.824 -0.524 -2.0 1.2 -0.8
C -1.103 3.891 0.628 0.8 -0.4 -1.9
C -0.962 -0.941 0.692 -2.0 -1.0 1.8
N 0.296 -1.366 0.236 0.3 0.0 -1.8
O -0.523 1.285 -0.287 2.7 -0.9 0.4
O -1.920 3.009 -0.209 -1.0 1.3 -0.3
P -2.458 -1.363 -0.027 1.6 -0.1 0.6
Cl -2.804 1.026 -1.492 0.3 0.7 -0.3
Cl -3.659 -0.445 1.313 -0.3 -0.1 0.3
H 3.667 -2.526 -1.308 -0.5 0.1 0.7
H 3.284 -2.421 1.207 0.7 0.1 0.7
H 1.845 -1.760 -2.633 -0.1 -0.2 -2.3
H 1.159 -1.319 1.990 0.1 -0.6 1.7
H -0.298 -1.004 -1.793 1.0 -0.2 1.3
H -0.069 3.666 0.429 0.5 0.2 -0.4
H -1.269 3.534 1.579 -0.6 0.0 2.4
H -1.325 4.948 0.429 -0.3 -0.7 0.1
H -1.038 -0.603 1.756 0.6 0.0 -1.2
```
Forces are in eV/Å.